Entry 1:
Molecular formula: C13H10CdF5N
Method: DFT, the ωB97M-V functional and the def2-TZVPD basis

CARTESIAN COORDINATES (ANGSTROEM)
C1 2.74 -1.59 0.29
C2 2.71 -1.31 -1.11
C3 1.45 -1.76 -1.63
C4 0.72 -2.34 -0.53
C5 1.52 -2.22 0.64
Cd1 0.86 -0.02 -0.18
N1 0.84 0.72 1.76
C6 1.71 2.36 0.13
C7 2.08 1.79 -1.06
H1 1.11 -1.69 -2.67
H2 3.50 -0.82 -1.70
H3 -0.28 -2.79 -0.60
H4 1.24 -2.57 1.65
H5 3.57 -1.34 0.98
H6 3.11 1.49 -1.25
H7 2.44 2.55 0.92
H8 0.96 1.03 2.75
H9 1.40 1.80 -1.93
H10 0.74 2.85 0.25
F1 -1.24 2.22 -1.07
C8 -1.95 1.28 -0.39
C9 -1.31 0.17 0.15
C10 -2.06 -0.77 0.86
F2 -1.46 -1.83 1.44
C11 -3.45 -0.63 0.96
F3 -4.17 -1.57 1.62
C12 -4.09 0.46 0.38
F4 -5.42 0.60 0.48
C13 -3.33 1.42 -0.29
F5 -3.94 2.49 -0.85

As for the energy above the lowest of the compared OMol25 structures with the same formula, charge and spin: 395.9 kJ/mol. Its largest force on an atom is 2.8 eV Å⁻¹. The electronic energy comes out at -33275.7956 eV. Its charge is -2. The HOMO energy (spin up / spin down) comes out at 0.07790 / 0.07574 Ha.



Entry 2:
Molecular formula: C4H6N2O
Method: DFT, the ωB97M-V functional and the def2-TZVPD basis

CARTESIAN COORDINATES (ANGSTROEM)
C1 -1.44 0.66 1.73
O1 -1.09 1.01 0.41
C2 -0.15 0.25 -0.19
C3 0.50 0.58 -1.35
N1 1.33 -0.49 -1.59
C4 1.15 -1.38 -0.59
N2 0.26 -0.96 0.29
H1 -1.78 -0.37 1.80
H2 -2.25 1.35 1.99
H3 -0.60 0.80 2.42
H4 0.48 1.47 -1.96
H5 1.86 -0.64 -2.43
H6 1.72 -2.30 -0.53

As for the energy above the lowest of the compared OMol25 structures with the same formula, charge and spin: 100.8 kJ/mol. Its largest force on an atom is 0.4 eV Å⁻¹. The electronic energy comes out at -9272.4576 eV. The HOMO energy comes out at -0.29665 Ha.



Entry 3:
Molecular formula: C10H21F3IIrO5P2S
Method: DFT, the ωB97M-V functional and the def2-TZVPD basis

CARTESIAN COORDINATES (ANGSTROEM)
C1 -1.62 2.46 -0.76
C2 -0.29 1.86 -0.51
H1 -1.71 2.82 -1.80
H2 -1.68 3.29 -0.04
H3 -2.45 1.79 -0.55
O1 0.79 2.36 -0.68
I1 -1.32 0.77 1.63
Ir1 0.46 -0.59 -0.61
P1 -1.39 -1.34 -1.48
C3 -1.02 -2.55 -2.78
C4 -2.39 -2.28 -0.27
H4 -3.23 -2.78 -0.78
H5 -3.02 -0.74 -3.19
H6 -2.77 -1.59 0.50
H7 -3.27 0.21 -1.69
H8 -0.43 -3.37 -2.36
H9 -1.77 -3.04 0.22
C5 -2.51 -0.21 -2.37
H10 -1.94 -2.96 -3.22
H11 -1.94 0.62 -2.81
H12 -0.43 -2.08 -3.58
P2 2.51 0.80 1.83
C6 4.26 0.41 1.72
C7 2.29 2.58 1.96
H13 0.81 0.40 3.49
H14 2.46 0.41 4.19
H15 1.88 -1.01 3.24
C8 1.85 0.08 3.34
H16 1.43 2.83 2.60
H17 3.19 3.03 2.42
H18 4.85 0.97 2.44
H19 4.59 0.63 0.69
H20 2.15 2.98 0.96
H21 4.38 -0.67 1.88
C9 1.38 -0.39 -2.26
O2 2.02 -0.36 -3.23
F1 1.94 -5.09 0.35
C10 1.17 -4.24 -0.33
F2 1.46 -4.32 -1.64
F3 -0.12 -4.57 -0.13
S1 1.60 -2.45 0.33
O3 1.18 -2.50 1.71
O4 3.02 -2.27 -0.02
O5 1.89 0.21 0.56

As for the energy above the lowest of the compared OMol25 structures with the same formula, charge and spin: 50.8 kJ/mol. Its largest force on an atom is 8.0 eV Å⁻¹. The electronic energy comes out at -69417.7538 eV. Its expectation value of S² is 8.7815. Its charge is +3. The spin multiplicity is 6. The HOMO energy (spin up / spin down) comes out at -0.66624 / -0.75280 Ha.



Entry 4:
Molecular formula: C5H8N2O3
Method: DFT, the ωB97M-V functional and the def2-TZVPD basis

CARTESIAN COORDINATES (ANGSTROEM)
C1 0.16 -0.73 0.45
C2 -0.76 -0.46 2.40
C3 0.20 -1.70 2.41
C4 -0.80 1.41 -2.11
C5 0.23 0.34 -2.11
N1 -0.60 0.04 0.98
N2 1.57 0.76 -1.88
O1 1.64 1.95 -1.49
O2 2.54 0.03 -2.14
O3 0.61 -1.80 1.05
H1 -1.79 -0.70 2.41
H2 -0.62 0.33 3.03
H3 1.03 -1.39 3.07
H4 -0.35 -2.51 2.85
H5 -1.81 1.00 -2.09
H6 -0.81 2.05 -3.01
H7 -0.55 2.05 -1.21
H8 0.11 -0.67 -2.61

As for the energy above the lowest of the compared OMol25 structures with the same formula, charge and spin: 802.5 kJ/mol. Its largest force on an atom is 3.7 eV Å⁻¹. The electronic energy comes out at -14429.4268 eV. The HOMO energy (spin up / spin down) comes out at -0.34841 / -0.35925 Ha.



Entry 5:
Molecular formula: C15H21N3O7
Method: DFT, the ωB97M-V functional and the def2-TZVPD basis

CARTESIAN COORDINATES (ANGSTROEM)
C1 4.68 4.27 1.65
C2 4.99 3.46 0.58
O1 3.94 2.74 0.05
C3 4.22 1.43 -0.48
C4 4.72 0.54 0.65
C5 3.86 -0.24 1.38
C6 2.44 -0.30 1.03
C7 1.97 0.23 -0.16
C8 0.55 0.12 -0.52
O2 0.20 0.49 -1.63
O3 -0.31 -0.42 0.37
C9 2.94 0.88 -1.14
N1 3.28 -0.14 -2.14
C10 6.38 3.44 0.05
O4 7.31 3.48 0.84
O5 6.57 3.35 -1.29
H1 5.43 4.89 2.13
H2 3.67 4.31 2.03
H3 4.99 1.48 -1.26
H4 5.77 0.57 0.91
H5 4.23 -0.81 2.23
H6 1.76 -0.80 1.71
H7 -1.16 -0.40 -0.09
H8 2.45 1.73 -1.63
H9 3.68 -0.96 -1.69
H10 2.45 -0.39 -2.68
H11 7.53 3.35 -1.41
C11 -5.68 -3.23 1.90
N2 -6.20 -1.89 1.64
C12 -5.60 -0.87 1.02
O6 -6.20 0.19 0.92
C13 -4.21 -1.02 0.37
N3 -4.07 -2.21 -0.48
C14 -4.65 -2.43 -1.65
C15 -5.52 -1.37 -2.29
O7 -4.48 -3.50 -2.21
H12 -4.65 -3.18 2.26
H13 -5.71 -3.83 0.98
H14 -6.29 -3.73 2.65
H15 -7.13 -1.68 1.98
H16 -3.48 -1.07 1.18
H17 -4.01 -0.12 -0.21
H18 -3.50 -2.97 -0.13
H19 -5.83 -1.72 -3.28
H20 -6.40 -1.20 -1.68
H21 -4.95 -0.45 -2.40

Its largest force on an atom is 3.5 eV Å⁻¹. The electronic energy comes out at -34697.7967 eV. The HOMO energy comes out at -0.32895 Ha.



Entry 6:
Molecular formula: C28H44Cl3CoN4O3SeSi
Method: DFT, the ωB97M-V functional and the def2-TZVPD basis

CARTESIAN COORDINATES (ANGSTROEM)
C1 -1.13 4.43 1.76
C2 -2.38 4.23 0.99
H1 -0.49 5.12 1.19
H2 -0.60 3.47 1.88
H3 -1.31 4.89 2.75
C3 -3.07 5.31 0.55
C4 -2.63 6.73 0.73
H4 -4.02 5.19 0.04
H5 -1.62 6.92 0.35
H6 -2.66 7.08 1.77
H7 -3.30 7.39 0.17
Co1 0.37 0.09 1.01
Cl1 -0.68 -1.27 2.29
Cl2 1.03 2.23 1.22
C5 -0.94 -3.73 -0.76
O1 -0.29 -3.52 -1.78
N1 -2.25 -4.10 -0.74
C6 -2.96 -4.26 -2.00
C7 -3.04 -4.11 0.49
H8 -0.51 -3.63 0.27
H9 -2.27 -4.61 -2.78
H10 -3.43 -3.32 -2.33
H11 -3.77 -4.99 -1.86
H12 -2.35 -4.24 1.33
H13 -3.75 -4.94 0.45
H14 -3.60 -3.18 0.61
H15 3.35 2.68 0.81
H16 1.90 2.72 -1.13
C8 4.19 2.39 0.17
C9 2.68 2.29 -1.79
N2 3.68 1.64 -0.96
H17 4.87 1.76 0.75
C10 4.40 0.59 -1.45
O2 4.18 0.01 -2.52
H18 2.25 1.55 -2.47
H19 5.22 0.27 -0.78
H20 4.72 3.30 -0.18
H21 3.12 3.12 -2.37
O3 -1.76 1.93 0.34
C11 -2.85 2.77 0.79
C12 -4.26 3.23 -1.30
C13 -4.13 2.67 -0.02
H22 -3.42 3.79 -1.72
C14 -5.49 3.13 -1.99
H23 -3.06 2.40 1.81
C15 -5.24 2.08 0.60
H24 -5.57 3.55 -2.98
C16 -6.59 2.53 -1.36
C17 -6.46 2.02 -0.07
H25 -5.14 1.73 1.63
H26 -7.55 2.48 -1.88
H27 -7.32 1.58 0.44
Si1 -1.72 0.74 -0.93
Cl3 2.46 -0.25 2.02
C18 -1.98 1.51 -2.62
C19 -3.09 -0.45 -0.47
C20 -0.13 -0.13 -1.22
H28 -3.04 1.72 -2.83
H29 -1.62 0.79 -3.38
H30 -1.41 2.44 -2.74
H31 0.71 0.56 -1.31
H32 -0.08 -0.82 -2.06
H33 -0.21 -0.88 -0.37
H34 -4.08 0.03 -0.43
H35 -2.90 -0.88 0.53
H36 -3.15 -1.27 -1.20
C21 5.20 -3.02 -1.00
N3 4.56 -3.40 0.24
C22 3.37 -2.89 0.68
Se1 2.35 -1.68 -0.24
N4 3.21 -3.35 1.96
C23 4.33 -4.09 2.36
C24 4.73 -4.63 3.58
C25 6.00 -5.20 3.66
C26 6.88 -5.20 2.54
C27 6.47 -4.64 1.33
C28 5.18 -4.13 1.26
H37 4.45 -2.89 -1.78
H38 5.91 -3.81 -1.27
H39 5.75 -2.07 -0.91
H40 2.45 -3.00 2.54
H41 4.04 -4.62 4.43
H42 6.35 -5.66 4.58
H43 7.87 -5.64 2.65
H44 7.11 -4.56 0.45

As for the energy above the lowest of the compared OMol25 structures with the same formula, charge and spin: 194.6 kJ/mol. Its largest force on an atom is 3.6 eV Å⁻¹. The electronic energy comes out at -190273.4053 eV. Its expectation value of S² is 6.0132. The spin multiplicity is 5. The HOMO energy (spin up / spin down) comes out at -0.29906 / -0.30620 Ha.



Entry 7:
Molecular formula: C7H11F2N
Method: DFT, the ωB97M-V functional and the def2-TZVPD basis

CARTESIAN COORDINATES (ANGSTROEM)
C1 -1.13 -1.33 0.41
C2 -0.18 -1.46 -0.52
C3 -1.56 0.04 0.81
C4 0.39 -0.25 -1.12
C5 -0.35 0.97 0.88
C6 1.46 -0.40 -2.16
C7 0.48 0.77 2.15
N1 0.50 0.81 -0.28
F1 -1.03 0.17 -2.22
F2 -0.80 2.28 0.87
H1 -1.64 -2.18 0.84
H2 0.14 -2.42 -0.90
H3 -2.23 0.43 0.04
H4 -2.08 0.04 1.77
H5 1.57 0.53 -2.72
H6 1.20 -1.19 -2.85
H7 2.40 -0.63 -1.67
H8 1.40 1.34 2.07
H9 0.71 -0.29 2.26
H10 -0.08 1.11 3.01
H11 0.85 1.67 -0.67

As for the energy above the lowest of the compared OMol25 structures with the same formula, charge and spin: 0.0 kJ/mol. Its largest force on an atom is 2.0 eV Å⁻¹. The electronic energy comes out at -14362.0537 eV. The HOMO energy comes out at -0.35605 Ha.



Entry 8:
Molecular formula: C27H50N2O2P2Re
Method: DFT, the ωB97M-V functional and the def2-TZVPD basis

CARTESIAN COORDINATES (ANGSTROEM)
Re1 0.01 0.04 0.36
C1 1.57 -0.37 -0.73
O1 2.53 -0.62 -1.39
C2 -1.88 0.02 -0.06
O2 -3.05 0.05 -0.29
P1 -0.08 1.91 -1.16
C3 -0.49 1.77 -3.00
H1 -0.46 2.81 -3.35
C4 -1.48 3.10 -0.71
H2 -2.37 2.44 -0.82
C5 1.58 2.76 -1.36
H3 2.15 2.01 -1.93
C6 1.29 -3.44 0.81
P2 -0.21 -2.47 0.21
H4 -0.88 -4.13 -1.43
H5 2.01 -3.23 -0.01
C7 -1.67 -3.49 0.89
H6 -1.34 -4.53 0.77
C8 -1.40 3.52 0.75
H7 -2.35 4.01 1.03
H8 -0.58 4.22 0.93
H9 -1.27 2.66 1.43
C9 -1.70 4.31 -1.62
H10 -0.89 5.04 -1.53
H11 -2.63 4.81 -1.28
H12 -1.85 4.06 -2.67
C10 1.57 4.07 -2.16
H13 1.07 3.99 -3.13
H14 2.61 4.35 -2.36
H15 1.11 4.88 -1.59
C11 2.31 2.96 -0.04
H16 3.35 3.23 -0.26
H17 2.33 2.05 0.58
H18 1.86 3.78 0.55
C12 0.57 1.00 -3.80
H19 1.55 1.51 -3.78
H20 0.25 0.94 -4.84
H21 0.71 -0.02 -3.43
C13 -1.90 1.24 -3.26
H22 -2.02 0.20 -2.92
H23 -2.08 1.26 -4.35
H24 -2.68 1.86 -2.79
C14 1.03 -4.94 0.90
H25 0.57 -5.36 -0.01
H26 0.40 -5.20 1.76
H27 1.99 -5.46 1.04
C15 1.94 -2.92 2.09
H28 1.26 -2.96 2.95
C16 -1.10 -2.23 -2.42
H29 2.31 -1.89 1.98
H30 2.81 -3.56 2.32
C17 1.04 -3.54 -2.19
H31 -0.66 -1.22 -2.34
H32 -1.03 -2.53 -3.47
H33 -2.16 -2.17 -2.14
C18 -0.31 -3.20 -1.54
H34 0.87 -3.74 -3.25
H35 1.50 -4.44 -1.76
H36 1.75 -2.70 -2.12
C19 -2.96 -3.33 0.08
H37 -3.27 -2.28 0.02
H38 -3.76 -3.90 0.58
H39 -2.87 -3.74 -0.94
C20 -1.95 -3.27 2.37
H40 -2.44 -2.30 2.54
H41 -1.05 -3.34 3.00
H42 -2.65 -4.05 2.72
H43 -0.28 -1.94 -5.26
H44 -0.35 -1.23 -5.48
N1 0.61 -0.44 4.03
C21 0.02 -0.46 2.80
N2 0.19 0.78 2.24
C22 0.90 1.59 3.16
C23 1.03 2.98 3.22
C24 1.45 3.56 4.42
C25 1.67 2.78 5.57
C26 1.46 1.39 5.53
C27 1.13 0.82 4.30
H45 0.61 -1.22 4.68
H46 -0.85 -1.11 2.69
H47 0.81 3.55 2.32
H48 1.60 4.64 4.46
H49 2.00 3.27 6.49
H50 1.54 0.76 6.41

Its largest force on an atom is 7.2 eV Å⁻¹. The electronic energy comes out at -56547.8434 eV. Its expectation value of S² is 3.7958. Its charge is +4. The spin multiplicity is 4. The HOMO energy (spin up / spin down) comes out at -0.77806 / -0.78313 Ha.



Question: Which of these has the lowest electronic energy?
Answer: C28H44Cl3CoN4O3SeSi



Question: Number 8 is which compound?
Answer: C27H50N2O2P2Re